[1]
Computed, not measured: a molecular structure, C13H9ClIrN2O6, with wB97M-V/def2-TZVPD.

CARTESIAN COORDINATES (ANGSTROEM)
Ir1 0.14 -1.61 -1.24
C1 -1.13 2.26 -1.51
C2 0.28 1.79 -1.63
N1 0.70 0.54 -1.59
C3 2.06 0.56 -1.77
C4 2.47 1.85 -1.92
N2 1.33 2.60 -1.83
C5 3.78 2.55 -2.14
O1 4.85 1.81 -2.22
O2 3.77 3.75 -2.22
C6 2.81 -0.71 -1.78
O3 4.01 -0.75 -1.92
O4 2.06 -1.79 -1.64
H1 -1.77 1.40 -1.30
H2 -1.47 2.72 -2.44
H3 -1.23 2.99 -0.71
H4 1.35 3.61 -1.92
H5 4.66 0.84 -2.12
Cl1 -4.07 -2.31 4.85
C7 -2.86 -1.99 3.70
C8 -1.55 -1.68 4.13
C9 -0.59 -1.42 3.21
C10 -0.86 -1.45 1.79
O5 0.06 -1.21 0.99
C11 -2.23 -1.78 1.38
C12 -2.64 -1.82 -0.01
O6 -1.91 -1.71 -0.99
C13 -3.19 -2.02 2.33
H6 -1.34 -1.66 5.19
H7 0.43 -1.18 3.50
H8 -3.71 -1.95 -0.20
H9 -4.20 -2.25 2.04

2S+1: 5
HOMO level (alpha / beta) (eV): -12.00 / -12.68
Gap between HOMO and LUMO (alpha / beta) (eV): 7.120 / 5.617
Net charge: +1

=====

[2]
Computed, not measured: 2 unconnected molecules or ions with the total composition C5H16N2O, with wB97M-V/def2-TZVPD.

CARTESIAN COORDINATES (ANGSTROEM)
N1 3.05 -0.03 0.50
N2 -1.35 1.08 -0.99
C1 3.85 -0.76 1.50
C2 -2.81 0.92 -0.88
C3 1.68 -0.43 0.63
C4 -0.71 0.18 -0.05
C5 0.75 0.57 -0.14
H1 2.98 0.94 0.84
H2 -1.24 2.01 -0.56
H3 4.82 -0.26 1.66
H4 4.05 -1.79 1.16
H5 3.32 -0.81 2.47
H6 -3.11 0.69 0.15
H7 -3.27 0.19 -1.56
H8 -3.19 1.92 -1.14
H9 1.57 -1.48 0.30
H10 1.38 -0.38 1.69
H11 -0.88 -0.85 -0.41
H12 -1.01 0.22 1.01
H13 0.94 0.50 -1.23
H14 0.97 1.61 0.17
O1 -3.62 -1.56 -1.56
H15 -4.58 -1.76 -1.49
H16 -3.57 -0.73 -2.08

HOMO level (eV): -9.03
Gap between HOMO and LUMO (eV): 9.860
Relative energy (zero: lowest compared OMol25 entry of this formula, charge and spin) (kJ/mol): 242.3
Net charge: 0
SMILES: CNCCCNC.O

=====

[3]
Computed, not measured: a single CH3N5O molecule, with wB97M-V/def2-TZVPD.

CARTESIAN COORDINATES (ANGSTROEM)
C1 0.25 -0.81 -0.16
H1 1.18 0.85 1.21
H2 -1.84 1.35 -0.65
H3 2.21 -0.78 -0.45
N1 0.00 0.55 -0.45
N2 -1.33 0.75 -0.03
N3 -1.86 -0.51 0.14
N4 -0.94 -1.38 0.20
N5 1.40 -1.36 -0.04
O1 0.95 1.33 0.25

HOMO level (eV): -9.87
Gap between HOMO and LUMO (eV): 9.303
Relative energy (zero: lowest compared OMol25 entry of this formula, charge and spin) (kJ/mol): 265.8
Net charge: 0
SMILES: [H]/N=c1/nn[nH]n1O

=====

[4]
Computed, not measured: a single C20H27NOSi molecule, with wB97M-V/def2-TZVPD.

CARTESIAN COORDINATES (ANGSTROEM)
O1 -1.12 0.34 1.52
C1 1.31 4.92 1.76
C2 1.29 -0.21 -3.32
C3 1.25 3.73 2.44
C4 0.58 5.10 0.62
C5 1.94 0.34 -2.25
C6 -0.08 -0.33 -3.24
C7 0.40 2.75 2.02
C8 -0.30 4.11 0.20
C9 1.26 0.81 -1.14
C10 -0.77 0.11 -2.15
C11 -0.38 2.93 0.89
C12 -0.12 0.71 -1.09
N1 -0.29 -2.59 1.11
C13 -2.01 -0.74 1.45
C14 -1.33 -2.02 1.97
C15 0.96 -1.79 1.01
C16 -0.80 -3.03 -0.23
C17 2.02 -2.47 0.16
C18 0.23 -3.89 -0.94
C19 1.61 -3.88 -0.26
C20 -2.97 1.83 -0.21
Si1 -1.19 1.43 0.26
H1 1.94 5.71 2.17
H2 1.85 -0.65 -4.11
H3 1.86 3.61 3.34
H4 0.68 6.01 0.07
H5 2.99 0.44 -2.28
H6 -0.57 -0.80 -4.05
H7 0.34 1.80 2.57
H8 -0.83 4.25 -0.69
H9 1.79 1.34 -0.38
H10 -1.83 -0.06 -2.08
H11 -2.91 -0.47 2.04
H12 -2.37 -0.92 0.44
H13 -2.14 -2.77 2.09
H14 -0.89 -1.82 2.95
H15 1.36 -1.50 1.98
H16 0.62 -0.84 0.60
H17 -1.06 -2.11 -0.76
H18 -1.76 -3.55 -0.14
H19 2.25 -1.90 -0.78
H20 2.97 -2.43 0.67
H21 0.38 -3.57 -1.99
H22 -0.13 -4.94 -1.03
H23 2.37 -4.32 -0.89
H24 1.56 -4.55 0.63
H25 -3.01 1.85 -1.30
H26 -3.19 2.82 0.17
H27 -3.76 1.20 0.21

HOMO level (eV): -7.65
Gap between HOMO and LUMO (eV): 8.404
Relative energy (zero: lowest compared OMol25 entry of this formula, charge and spin) (kJ/mol): 69.7
Net charge: 0
SMILES: C[Si](OCCN1CCCCC1)(c1ccccc1)c1ccccc1